Here is a cluster of 2 separate species, C22H29F2O2Si in total at a distorted geometry from OMol25. Energies are from ωB97M-V with the def2-TZVPD basis set.

- Total charge: +1
- LUMO level: -0.215 Eh
- Electronic energy: -40685.819 eV
- Orbital gap: 0.1996 hartree

Geometry as XYZ:
```
56
Properties=species:S:1:pos:R:3:forces:R:3:mulliken_charge:R:1
Si 2.33217 0.99409 -2.13576 -0.87 -0.01 0.77 0.22
F -1.11059 3.11042 5.01317 0.43 -1.60 -1.04 -0.28
F 3.94178 -5.53746 2.01181 -1.32 1.43 0.03 -0.28
O -1.06120 0.65019 -2.31799 -0.29 -0.20 1.10 -0.40
O 0.93162 0.61486 -1.20591 -0.15 -0.23 -0.68 -0.09
C -5.71330 2.39921 -2.30443 0.03 -0.06 0.10 -1.31
C -1.23850 0.51778 2.47204 0.15 -0.11 -0.04 -0.41
C 0.71867 0.18731 3.87596 -0.15 0.29 0.13 -0.10
C -0.09916 -0.09600 -1.69921 0.09 -1.23 0.05 0.91
C 3.02729 -4.51758 2.02344 0.90 -1.09 -0.31 0.43
C -2.32374 0.66923 -1.58762 0.32 0.38 -0.72 -0.35
C 0.37274 1.30226 4.62900 0.21 -0.59 -0.27 -1.06
C 3.25279 1.88981 -0.81100 0.40 0.23 0.01 -0.95
C 1.19786 -2.38750 2.02068 0.44 -0.57 -0.20 0.95
C 1.07491 -3.49826 1.11991 -0.04 0.24 0.01 -0.58
C 3.13008 -0.61231 -2.59205 0.25 -0.12 -0.24 -1.05
C -0.17112 -1.45363 -1.59553 -0.09 1.26 -0.49 -1.40
C -4.60794 1.61603 -1.60055 -0.17 0.01 0.04 -0.29
C 1.78608 2.04668 -3.55325 0.18 0.11 -0.28 -1.00
C 0.23700 -1.34552 1.90048 -0.11 -0.13 0.89 -0.16
C -0.05227 -0.23736 2.75263 -0.21 0.48 0.11 0.88
C -0.77897 2.00187 4.27874 -0.46 1.26 0.51 0.44
C 3.19081 -3.49612 2.95654 -0.41 0.51 0.13 -1.02
C 1.98591 -4.54478 1.09422 -0.24 0.26 0.21 -0.77
C -1.60271 1.63428 3.21297 0.16 -0.36 -0.03 -0.74
C -3.33266 1.46655 -2.40841 0.14 -0.20 0.06 -0.54
C 2.28078 -2.44671 2.95149 0.13 -0.27 -0.08 -0.14
H -0.44446 -1.45407 1.05392 0.13 0.01 0.06 0.20
H -6.59193 2.46053 -1.65627 0.05 0.05 -0.15 0.38
H -2.92828 2.46071 -2.65486 0.02 -0.36 0.02 0.30
H -2.50455 2.20053 2.98544 0.26 -0.13 0.12 0.48
H 1.60151 -0.36293 4.17391 -0.29 0.42 -0.01 0.34
H 2.41531 -1.66266 3.68586 0.19 -0.39 -0.30 0.40
H 3.40506 1.22702 0.04986 0.02 0.10 -0.16 0.25
H 2.66146 2.33202 -4.15219 -0.20 0.00 0.00 0.39
H 0.98455 1.61161 5.47563 -0.26 0.00 -0.24 0.48
H 4.09114 -0.40051 -3.08069 -0.14 -0.15 0.05 0.39
H -4.97051 0.61213 -1.35250 -0.08 0.08 0.09 0.34
H -6.01376 1.90957 -3.23720 0.07 0.11 0.12 0.32
H -2.14995 1.15967 -0.61439 -0.04 -0.16 -0.19 0.09
H 0.75480 -2.00836 -1.44935 -0.43 0.06 0.42 0.52
H 0.21100 -3.51634 0.45046 0.40 0.04 0.07 0.49
H -1.89009 0.16753 1.66687 0.26 0.25 0.15 0.42
H -2.66218 -0.36758 -1.43298 0.02 0.32 0.00 0.30
H 2.67758 2.75940 -0.47227 0.12 -0.11 -0.08 0.29
H 3.33461 -1.21426 -1.69684 -0.03 0.13 -0.15 0.28
H 1.88465 -5.36522 0.38490 0.08 0.18 0.28 0.47
H 4.23136 2.23279 -1.16520 -0.09 0.02 0.17 0.35
H 1.30553 2.96566 -3.19543 0.10 -0.20 -0.03 0.29
H -5.38665 3.41964 -2.53156 -0.06 -0.15 -0.02 0.33
H 1.07593 1.52735 -4.20825 0.15 0.06 0.12 0.31
H -4.35041 2.11171 -0.65750 -0.14 -0.03 0.03 0.25
H -3.54651 0.92859 -3.34395 0.17 0.21 0.16 0.33
H 4.00730 -3.51895 3.67815 -0.21 -0.08 -0.29 0.48
H 2.52258 -1.20788 -3.28395 0.11 0.12 0.11 0.35
H -1.09344 -1.93503 -1.92098 0.49 -0.08 -0.13 0.28
```
Forces are in eV/Å.